# C16H46O9

A 7-piece molecular cluster, C16H46O9 overall at a distorted geometry (the ωB97M-V functional and the def2-TZVPD basis, the OMol25 dataset).

Structure (ORCA input):
```
! wB97M-V def2-TZVPD RIJCOSX def2/J DEFGRID3
* xyz 0 1
C -1.9722 1.8852 -4.9211
C -0.9300 0.8535 -4.7386
O -1.3955 -0.4188 -4.4541
H -1.4861 2.8002 -5.2811
H -2.4977 2.1069 -3.9690
H -2.7587 1.5420 -5.6070
H -0.2141 1.2042 -3.9880
H -0.4156 0.8202 -5.7167
H -1.7250 -0.4663 -3.5441
C -2.4055 -3.0310 -2.7447
C -3.4264 -2.0846 -2.1286
O -2.7619 -0.8144 -1.8227
H -2.8489 -3.9590 -3.0681
H -1.5931 -3.2678 -2.0608
H -2.0292 -2.6316 -3.6926
H -3.8024 -2.5235 -1.2009
H -4.2454 -1.8760 -2.8274
H -3.3800 -0.0832 -1.7760
C 0.5157 -0.3660 -1.2564
C 1.9154 -0.1485 -0.6827
O 1.9631 -0.2528 0.7227
H -0.2381 0.3124 -0.8796
H 0.2229 -1.3375 -0.8650
H 0.5402 -0.4312 -2.3554
H 2.2403 0.8679 -0.8072
H 2.6324 -0.7682 -1.2675
H 1.7893 -1.1762 0.9687
C -0.5372 0.0410 2.6172
C -1.9628 0.4786 2.9744
C -2.7473 -0.6549 3.5455
O -2.0086 1.5238 3.9131
H -0.1309 -0.6603 3.3597
H 0.1534 0.8606 2.4557
H -0.6428 -0.4561 1.6274
H -2.4487 0.8819 2.0658
H -3.7450 -0.4334 3.8756
H -2.2002 -1.1165 4.4001
H -2.7956 -1.4715 2.8107
H -1.3495 2.1659 3.6411
C -1.0980 3.3694 -1.5884
C -0.7417 3.1350 -0.1096
C 0.7178 3.5100 0.2208
O -1.6493 3.8998 0.7168
H -2.1608 3.2881 -1.7991
H -0.5050 2.7898 -2.3092
H -0.9476 4.4309 -1.8465
H -0.9633 2.0965 0.1000
H 1.4024 3.1040 -0.5021
H 1.0439 3.1367 1.1997
H 0.6884 4.5951 0.2562
H -1.4209 4.8417 0.6433
C 4.1206 1.6807 4.4220
C 3.2684 0.8699 3.5802
O 2.5740 1.7116 2.5872
O 3.3967 2.8354 4.9768
H 5.0233 1.9715 3.8617
H 4.4902 1.0985 5.2487
H 2.4995 0.4500 4.2775
H 3.7354 -0.0004 3.0897
H 2.1762 1.1056 1.9403
H 2.5833 2.9530 4.4574
C 1.9600 -4.8994 -0.7796
C 2.5451 -3.8073 0.1102
O 1.5162 -3.1592 0.8435
O 1.3232 -5.8856 -0.0580
H 2.6904 -5.2579 -1.4985
H 1.1750 -4.3877 -1.3759
H 2.8766 -3.0349 -0.5698
H 3.3408 -4.1006 0.7741
H 1.1224 -3.7562 1.4909
H 1.9390 -6.4992 0.3173
*
```

Results
* structure (SMILES): CC(C)O.CC(C)O.OCCO.OCCO.CCO.CCO.CCO
* E_tot: -1314.27480 Eh
* HOMO: -9.73 eV
* E_LUMO: 0.3154 eV

These are the Löwdin partial charges, in e, on atoms 1 to 2: -0.105, -0.378

# C16H47AgO18

C16H47AgO18 as an isolated structure at a distorted geometry (the ωB97M-V functional and the def2-TZVPD basis, the OMol25 dataset).

Structure (ORCA input):
```
! wB97M-V def2-TZVPD RIJCOSX def2/J DEFGRID3
* xyz 0 1
Ag -2.4302 -2.1021 1.7963
O 0.6940 0.3961 -0.2036
C 0.2442 -0.9082 -0.0952
O 1.1050 -1.8135 -0.1627
O -1.0439 -1.0542 0.0180
H -0.1179 0.9449 -0.0432
C 3.5329 -0.9616 2.1843
O 3.6313 -0.4796 3.5504
H 4.4151 -0.7339 1.5848
H 3.4694 -2.0658 2.1632
H 2.5974 -0.6104 1.7625
H 4.5157 -0.6627 3.8750
C -2.3629 3.1856 1.5729
C -3.8508 3.2452 1.7588
O -4.4078 2.0599 2.3722
O -2.0125 2.0606 0.8138
H -1.8298 3.2177 2.5247
H -2.1079 4.0587 0.9694
H -4.3603 3.3824 0.8102
H -4.0559 4.0924 2.4250
H -4.2804 2.1146 3.3273
H -2.0433 1.2711 1.3720
C -4.3784 0.1492 -1.1069
C -4.9437 -0.4556 0.1609
O -3.9228 -0.4347 1.1995
O -3.2962 -0.6027 -1.6179
H -4.0574 1.1773 -0.8548
H -5.1604 0.2232 -1.8644
H -5.3242 -1.4618 -0.0243
H -5.8071 0.1423 0.4913
H -3.9784 0.4245 1.6979
H -2.6132 -0.6628 -0.9166
C 4.8768 1.7672 -2.5439
C 3.8935 1.5275 -1.4428
O 2.5763 1.5472 -1.9482
O 5.1563 3.1188 -2.8215
H 4.4768 1.3170 -3.4573
H 5.7983 1.2052 -2.3353
H 4.0782 2.1988 -0.5884
H 4.0672 0.5046 -1.0638
H 1.9704 1.2091 -1.2577
H 5.8493 3.4298 -2.2356
C 1.6415 2.6153 2.2314
C 1.4739 2.0688 3.6277
O 0.9530 0.7305 3.6262
O 1.9211 4.0202 2.3656
H 0.7314 2.4680 1.6552
H 2.4899 2.1179 1.7546
H 0.7910 2.6982 4.2018
H 2.4394 2.0568 4.1428
H 1.6760 0.1001 3.5032
H 1.9028 4.4079 1.4820
C 0.4170 -4.2838 2.4137
C 1.1488 -4.8970 1.2373
O 2.2552 -4.1407 0.8083
O -0.2687 -3.0786 2.0290
H 1.0813 -4.0443 3.2505
H -0.3372 -4.9768 2.7983
H 0.4124 -5.0861 0.4410
H 1.5096 -5.8863 1.5345
H 1.9423 -3.3684 0.3005
H 0.2583 -2.6564 1.3109
C -0.0803 -3.9130 -3.3362
C -1.4060 -3.5250 -2.7591
O -1.3955 -3.6385 -1.3142
O 0.9495 -3.0272 -2.9427
H -0.1164 -3.8633 -4.4275
H 0.1547 -4.9555 -3.0661
H -2.2215 -4.1404 -3.1509
H -1.6212 -2.4829 -3.0384
H -1.2034 -2.7599 -0.9496
H 0.8860 -2.8541 -1.9886
C -1.2497 1.7034 -2.6089
C -0.4153 1.8558 -3.8573
O 0.9284 2.3024 -3.6635
O -1.3768 2.9305 -1.9071
H -0.8535 0.9167 -1.9525
H -2.2341 1.3617 -2.9604
H -0.9066 2.6059 -4.4855
H -0.4167 0.8805 -4.3601
H 1.2368 2.0674 -2.7750
H -1.6601 2.7087 -1.0169
*
```

Results
* E_tot: -2139.01928 Eh
* HOMO: -8.94 eV
* E_LUMO: -1.0020 eV

These are the Löwdin partial charges, in e, on atoms 1 to 2: 0.831, 0.055

# C16H47Hg2O12S

C16H47Hg2O12S as an isolated structure at a distorted geometry (the ωB97M-V functional and the def2-TZVPD basis, the OMol25 dataset).

Structure (ORCA input):
```
! wB97M-V def2-TZVPD RIJCOSX def2/J DEFGRID3
* xyz 1 1
Hg 1.1900 -3.8580 0.4537
Hg -1.8642 -2.4742 1.5362
C -0.4973 -0.2236 -1.2596
C 0.2524 -0.4259 0.1468
O 0.2068 -1.6735 0.7652
H -0.9433 0.7561 -1.4311
H -1.4103 -0.8145 -1.1873
H -0.0025 -0.6332 -2.1403
H 0.0192 0.3071 0.9190
H 1.2772 -0.2792 -0.1944
S -1.5397 -4.2866 -1.2986
O -2.1203 -4.4231 -2.6259
O -2.1364 -3.2134 -0.5347
O -1.8526 -5.4752 -0.5257
O -0.1001 -4.1343 -1.3386
C -5.4192 -0.2742 -2.3829
C -4.3325 -1.2348 -2.6389
O -4.2329 -1.9597 -1.4281
H -5.0311 0.5540 -1.7900
H -6.2591 -0.6517 -1.7996
H -5.7285 0.1303 -3.3467
H -3.3558 -0.7717 -2.7791
H -4.5713 -1.9710 -3.4065
H -3.5108 -2.5890 -1.4924
C 4.6359 2.7974 0.4311
C 3.7709 1.5988 0.2244
O 4.5201 0.4781 0.5827
H 5.2343 3.2760 -0.3442
H 5.1657 2.7228 1.3807
H 4.0364 3.6206 0.8197
H 3.6002 1.5236 -0.8495
H 2.7688 1.6688 0.6473
H 4.1629 0.1010 1.3901
C 2.9282 0.8536 3.8007
C 2.0020 -0.2019 3.4623
O 2.0742 -1.3360 4.3177
H 3.1148 1.5038 2.9460
H 3.8563 0.3753 4.1137
H 2.6034 1.4629 4.6441
H 2.0824 -0.5108 2.4201
H 0.9570 0.1013 3.5267
H 1.4503 -1.1926 5.0331
C 3.5152 -1.7677 -2.7827
C 3.8237 -2.5664 -1.5109
O 2.7967 -3.4993 -1.2637
H 2.5231 -1.3233 -2.7024
H 3.4841 -2.4784 -3.6086
H 4.3057 -1.0684 -3.0551
H 3.8428 -1.8070 -0.7292
H 4.7944 -3.0436 -1.6459
H 2.5144 -3.8262 -2.1210
C 1.4434 1.9243 -3.1084
C 0.5932 1.7130 -4.3795
O 0.6314 2.9188 -5.0035
H 1.5309 0.9855 -2.5615
H 1.0131 2.7746 -2.5794
H 2.4239 2.3555 -3.3107
H -0.4601 1.4751 -4.2314
H 0.7782 0.8045 -4.9527
H 0.7362 2.8019 -5.9506
C -4.9163 0.1067 2.3962
C -4.1094 0.4015 1.2090
O -3.4541 -0.8063 0.7720
H -5.5866 -0.7360 2.2269
H -5.5074 0.9333 2.7903
H -4.3967 -0.3042 3.2618
H -3.3878 1.1585 1.5160
H -4.7246 0.8091 0.4068
H -3.7322 -1.0177 -0.1222
C 0.0275 3.1881 3.6261
C -1.2883 2.4601 3.3336
O -1.8640 1.8798 4.5123
H -0.1112 4.1812 4.0535
H 0.6476 3.4654 2.7736
H 0.6306 2.5345 4.2563
H -1.1325 1.7891 2.4889
H -1.9648 3.2255 2.9537
H -2.4211 1.1347 4.2756
*
```

Results
* E_tot: -2245.13589 Eh
* HOMO: -11.86 eV
* E_LUMO: -7.4691 eV

These are the Löwdin partial charges, in e, on atoms 1 to 2: 1.359, 1.336

Relative energy (zero: lowest compared OMol25 entry of this formula, charge and spin) (computed, kJ/mol): 49.1 0.0 323.7
Frontier orbital gap (computed, eV): 10.04 7.94 4.39